Entry from OMol25: 2 unconnected molecules or ions with the total composition C5H9Cl (ωB97M-V with the def2-TZVPD basis set).

SMILES	C=CCl.C=CC
E_HOMO	-9.53	eV
energy above the lowest of the compared OMol25 structures with the same formula, charge and spin	54.8	kcal/mol
largest force on an atom	3.46	eV/Å

```
15
Properties=species:S:1:pos:R:3:nbo_charge:R:1
C -2.495 -1.056 -0.375 -0.444
C -2.169 -0.603 0.811 -0.205
C 2.538 0.805 0.176 -0.664
C 0.253 0.585 -0.891 -0.414
C 1.215 0.078 -0.101 -0.175
Cl -1.385 -1.278 2.172 0.017
H -2.374 -2.100 -0.621 0.204
H -2.738 -0.523 -1.302 0.228
H 2.979 0.479 1.128 0.213
H 2.369 1.921 0.524 0.215
H 3.296 0.638 -0.554 0.222
H 0.393 1.545 -1.329 0.191
H -2.388 0.445 1.108 0.208
H -0.671 0.026 -1.058 0.205
H 1.176 -0.961 0.312 0.199
```



Entry from OMol25: a molecular structure, C22H31IrN2O7P2SeSi (ωB97M-V with the def2-TZVPD basis set).

multiplicity	5
E_HOMO (alpha / beta)	-7.31 / -7.46	eV
energy above the lowest of the compared OMol25 structures with the same formula, charge and spin	8.4	kcal/mol
largest force on an atom	0.54	eV/Å

```
67
Properties=species:S:1:pos:R:3:nbo_charge:R:1
Ir 1.725 -0.338 -0.190 1.170
C 3.998 -1.987 2.848 -0.628
C 4.489 -2.027 1.410 -0.499
O 5.743 -2.720 1.404 -0.710
P 4.791 -0.342 0.771 2.375
O 5.996 0.261 1.609 -0.970
O 5.402 -0.546 -0.651 -1.003
O 3.577 0.533 0.880 -1.136
P 3.291 -2.847 0.260 2.359
O 3.534 -4.409 0.499 -0.985
O 3.749 -2.460 -1.113 -1.146
O 1.874 -2.492 0.678 -1.156
H 4.763 -1.542 3.487 0.223
H 3.818 -3.005 3.196 0.224
H 3.075 -1.416 2.929 0.234
H 5.978 -2.955 0.498 0.486
H 5.718 1.039 2.109 0.517
H 4.841 -1.234 -1.123 0.549
H 2.838 -4.812 1.034 0.511
C 0.438 0.292 1.348 -1.386
Si -1.351 0.384 0.985 1.714
C -1.706 1.803 -0.372 -0.607
N -0.952 1.694 -1.548 -0.073
C -1.260 0.687 -2.558 -0.254
C -0.945 1.222 -3.953 -0.430
C -1.373 2.683 -4.064 -0.408
C -0.634 3.563 -3.035 -0.400
C 0.017 2.702 -1.934 -0.257
C -2.442 1.040 2.363 -0.532
C -2.213 2.314 2.894 -0.130
C -2.977 2.809 3.940 -0.235
C -3.988 2.029 4.486 -0.197
C -4.225 0.758 3.984 -0.213
C -3.459 0.271 2.932 -0.183
C -2.126 -1.128 0.210 -0.463
C -3.473 -1.104 -0.174 -0.224
C -4.060 -2.185 -0.811 -0.224
C -3.303 -3.323 -1.075 -0.199
C -1.972 -3.370 -0.693 -0.200
C -1.386 -2.282 -0.054 -0.211
H 0.613 -0.435 2.154 0.264
H 0.760 1.267 1.740 0.238
H -1.530 2.768 0.105 0.240
H -2.770 1.659 -0.585 0.250
H -2.310 0.415 -2.433 0.220
H -0.657 -0.202 -2.331 0.267
H -1.461 0.595 -4.679 0.237
H 0.120 1.115 -4.168 0.246
H -2.453 2.756 -3.902 0.199
H -1.188 3.049 -5.073 0.232
H -1.316 4.279 -2.573 0.209
H 0.166 4.136 -3.504 0.231
H 0.298 3.281 -1.056 0.225
H 0.895 2.186 -2.316 0.265
H -1.414 2.937 2.499 0.192
H -2.781 3.799 4.333 0.215
H -4.586 2.410 5.304 0.216
H -5.006 0.141 4.411 0.216
H -3.658 -0.726 2.554 0.218
H -4.084 -0.228 0.032 0.206
H -5.103 -2.145 -1.101 0.216
H -3.756 -4.169 -1.576 0.217
H -1.378 -4.253 -0.895 0.220
H -0.342 -2.342 0.230 0.247
Se 2.732 -0.030 -5.057 -0.209
C 2.362 0.033 -3.320 0.169
N 2.036 0.145 -2.200 -0.750
```



Entry from OMol25: a molecular structure, C24H53O9PPbS2Si4Te (ωB97M-V with the def2-TZVPD basis set).

charge	-2
E_HOMO	-2.12	eV
largest force on an atom	3.04	eV/Å

```
95
Properties=species:S:1:pos:R:3:nbo_charge:R:1
Pb 0.080 2.014 1.067 1.418
O 2.222 2.265 4.336 -1.011
S 1.730 1.265 3.409 2.568
O 2.168 -0.081 3.748 -1.020
O 2.181 1.619 1.979 -1.137
O 0.206 1.315 3.332 -1.137
C -5.080 2.475 0.453 -0.815
S -3.261 2.498 0.401 1.299
O -2.914 1.700 -0.806 -0.975
C -3.062 1.391 1.808 -0.306
C -2.713 0.072 1.594 -0.231
C -2.451 -0.742 2.693 -0.113
C -2.574 -0.241 3.975 -0.208
C -2.915 1.092 4.179 -0.187
C -3.142 1.918 3.095 -0.223
H -5.404 1.457 0.241 0.233
H -5.431 3.160 -0.318 0.223
H -5.418 2.802 1.436 0.221
H -2.625 -0.302 0.581 0.252
H -2.130 -1.761 2.527 0.213
H -2.375 -0.882 4.824 0.213
H -2.968 1.491 5.184 0.210
H -3.355 2.973 3.236 0.213
C -2.005 4.883 -2.152 -0.647
C -0.696 4.854 -2.942 0.275
C -0.906 5.477 -4.317 -0.609
C -0.187 3.422 -3.098 -0.635
O 0.277 5.688 -2.299 -0.839
P 1.049 5.345 -0.905 2.581
O 1.468 6.642 -0.328 -1.163
O 0.222 4.368 -0.109 -1.242
O 2.303 4.529 -1.545 -0.854
C 3.567 4.323 -0.889 0.275
C 4.557 5.315 -1.495 -0.626
C 3.972 2.885 -1.196 -0.615
C 3.512 4.523 0.626 -0.658
H -2.715 4.153 -2.550 0.200
H -2.443 5.884 -2.190 0.191
H -1.787 4.638 -1.113 0.254
H -1.669 4.924 -4.869 0.192
H 0.030 5.456 -4.879 0.206
H -1.221 6.517 -4.210 0.204
H -0.929 2.800 -3.602 0.200
H 0.021 3.003 -2.114 0.238
H 0.744 3.429 -3.667 0.209
H 4.639 5.155 -2.573 0.195
H 5.542 5.203 -1.036 0.189
H 4.187 6.327 -1.320 0.229
H 3.861 2.684 -2.264 0.200
H 3.331 2.200 -0.638 0.229
H 5.008 2.704 -0.901 0.196
H 3.143 5.523 0.853 0.245
H 4.509 4.395 1.051 0.200
H 2.848 3.796 1.091 0.240
C -2.034 -5.789 -0.501 -1.094
Si -2.008 -3.907 -0.225 1.237
C -3.460 -3.665 0.984 -1.099
C -2.750 -3.239 -1.845 -1.103
Si 0.117 -2.938 0.199 -0.259
Te 0.863 -0.709 1.167 -0.439
Si 1.362 -3.829 -1.595 1.244
C 1.549 -5.694 -1.929 -1.093
C 0.829 -3.149 -3.287 -1.101
C 3.154 -3.246 -1.413 -1.106
Si 0.925 -4.088 2.108 1.278
C 2.722 -3.642 2.485 -1.122
C 0.916 -5.996 2.172 -1.103
C -0.021 -3.515 3.644 -1.125
H -3.030 -6.141 -0.777 0.219
H -1.714 -6.329 0.396 0.225
H -1.343 -6.068 -1.300 0.223
H -4.313 -4.288 0.703 0.219
H -3.792 -2.624 0.996 0.232
H -3.187 -3.927 2.012 0.224
H -3.793 -3.536 -1.981 0.216
H -2.181 -3.602 -2.706 0.221
H -2.702 -2.146 -1.869 0.240
H 0.593 -6.160 -2.179 0.217
H 1.936 -6.215 -1.048 0.225
H 2.236 -5.874 -2.759 0.222
H -0.129 -3.569 -3.606 0.217
H 1.565 -3.360 -4.067 0.218
H 0.701 -2.064 -3.229 0.241
H 3.656 -3.778 -0.600 0.223
H 3.165 -2.183 -1.151 0.257
H 3.743 -3.384 -2.323 0.216
H 3.357 -3.689 1.597 0.224
H 3.155 -4.298 3.246 0.214
H 2.757 -2.614 2.858 0.276
H 1.542 -6.408 1.375 0.219
H -0.089 -6.409 2.045 0.215
H 1.311 -6.349 3.128 0.219
H 0.109 -2.430 3.725 0.269
H 0.379 -3.960 4.560 0.222
H -1.094 -3.730 3.598 0.210
```



Entry from OMol25: a molecular structure, C33H51BN7OsS3 (ωB97M-V with the def2-TZVPD basis set).

charge	+1
E_HOMO (alpha / beta)	-9.55 / -9.55	eV
energy above the lowest of the compared OMol25 structures with the same formula, charge and spin	0.0	kcal/mol
largest force on an atom	1.01	eV/Å

```
96
Properties=species:S:1:pos:R:3:lowdin_charge:R:1
Os 0.629 -0.135 -0.062 0.735
C 2.075 -2.204 -5.565 -0.046
C 1.504 -2.306 -4.155 -0.536
C 2.616 -2.017 -3.148 -0.033
C 0.887 -3.688 -3.965 -0.031
N 0.431 -1.267 -4.002 0.023
C 0.038 -0.390 -4.987 -0.009
C -0.958 0.367 -4.475 -0.027
N -1.181 -0.037 -3.184 0.025
B -2.230 0.715 -2.317 -0.562
N -2.837 -0.151 -1.172 0.019
C -3.901 -0.978 -1.445 -0.030
C -4.331 -1.501 -0.281 -0.029
N -3.530 -1.000 0.725 0.022
C -2.620 -0.177 0.157 -0.609
S -1.311 0.681 0.923 0.658
C -3.879 -1.296 2.157 -0.532
C -2.898 -0.708 3.160 -0.073
C -3.906 -2.814 2.316 -0.014
C -5.264 -0.693 2.401 -0.020
N -1.716 2.093 -1.798 0.016
C -2.645 3.074 -1.553 -0.032
C -1.991 4.170 -1.122 -0.022
N -0.643 3.877 -1.129 0.020
C -0.501 2.586 -1.498 -0.614
S 0.955 1.602 -1.598 0.616
C 0.354 4.900 -0.669 -0.529
C 1.757 4.622 -1.194 -0.064
C 0.329 4.885 0.856 -0.007
C -0.097 6.255 -1.217 -0.033
C -0.328 -1.033 -2.914 -0.639
S -0.267 -1.871 -1.392 0.695
H 2.859 -2.953 -5.657 0.098
H 1.329 -2.415 -6.329 0.092
H 2.526 -1.231 -5.755 0.093
H 3.457 -2.673 -3.364 0.096
H 2.957 -0.986 -3.242 0.094
H 2.298 -2.188 -2.123 0.040
H 1.657 -4.441 -4.120 0.097
H 0.487 -3.820 -2.965 0.041
H 0.093 -3.858 -4.692 0.097
H 0.484 -0.372 -5.960 0.121
H -1.527 1.159 -4.922 0.133
H -3.137 0.975 -3.059 0.129
H -4.264 -1.114 -2.444 0.132
H -5.138 -2.177 -0.085 0.124
H -1.892 -1.107 3.053 0.058
H -2.849 0.376 3.107 0.061
H -3.269 -0.977 4.149 0.099
H -2.915 -3.241 2.157 0.074
H -4.227 -3.053 3.329 0.099
H -4.603 -3.292 1.631 0.080
H -5.253 0.381 2.221 0.097
H -6.027 -1.142 1.768 0.083
H -5.547 -0.863 3.437 0.095
H -3.691 2.908 -1.717 0.132
H -2.368 5.132 -0.841 0.123
H 2.222 3.771 -0.715 0.027
H 1.766 4.465 -2.272 0.091
H 2.359 5.504 -0.978 0.096
H 0.558 3.887 1.228 0.072
H 1.077 5.577 1.242 0.101
H -0.644 5.183 1.243 0.091
H -0.218 6.218 -2.299 0.101
H -1.024 6.607 -0.771 0.076
H 0.669 6.993 -0.986 0.096
C 2.893 2.248 1.786 -0.073
C 3.688 1.021 2.201 -0.378
C 4.429 0.383 1.029 -0.063
C 2.867 0.042 3.014 -0.148
C 3.042 0.070 4.393 -0.030
C 2.365 -0.799 5.226 -0.057
C 1.557 -1.774 4.670 -0.045
C 1.360 -1.878 3.295 -0.140
C 0.714 -3.190 2.870 -0.370
C 1.821 -4.250 2.790 -0.049
C -0.135 -3.271 1.612 -0.123
C 1.962 -0.893 2.481 -0.214
N 1.657 -0.866 1.092 -0.174
H 3.552 2.973 1.306 0.086
H 2.435 2.726 2.652 0.088
H 2.101 2.000 1.070 0.010
H 4.451 1.380 2.900 0.129
H 3.747 0.041 0.251 0.040
H 5.019 -0.472 1.360 0.088
H 5.110 1.109 0.582 0.082
H 3.723 0.799 4.812 0.117
H 2.492 -0.740 6.297 0.109
H 1.088 -2.509 5.310 0.118
H 0.066 -3.462 3.710 0.128
H 2.510 -4.009 1.979 0.089
H 1.394 -5.232 2.592 0.083
H 2.396 -4.304 3.714 0.083
H 0.489 -3.249 0.722 0.019
H -0.871 -2.469 1.545 0.030
H -0.664 -4.225 1.613 0.088
```